1.
Density functional theory data (the ωB97M-V functional and the def2-TZVPD basis) for 2 unconnected molecules or ions with the total composition C10H17N2.

```
29
Properties=species:S:1:pos:R:3:forces:R:3
C -3.0396 2.3741 0.4789 0.12 -1.11 1.13
C -2.7195 1.3708 1.4084 0.23 -1.22 2.08
C -2.1195 2.4988 -0.5609 -1.57 -1.02 1.76
C -1.5797 0.5578 1.2408 -0.08 -0.30 0.26
C -1.1328 1.6005 -0.7854 2.29 -0.17 -1.47
C -0.7703 0.5419 0.0762 -1.41 2.25 0.79
C 0.6898 -1.1015 1.2229 -0.65 0.18 0.79
C 2.4128 1.4223 0.0055 0.69 -1.74 -1.22
C -0.1318 -2.8976 -1.6128 -0.11 0.68 0.02
C 0.3742 -0.2877 -0.0031 1.18 -1.95 0.68
N -0.3215 -3.6103 -0.5072 0.17 -0.27 1.14
N 1.6253 0.2673 -0.6249 -2.82 2.89 -1.35
H -3.9230 3.0190 0.5568 0.57 -0.25 0.11
H -3.1686 1.0807 2.4597 0.10 1.40 -2.46
H -2.2763 3.3165 -1.1490 -0.05 1.88 -2.03
H -1.2744 -0.0400 2.1157 -0.51 0.35 -0.65
H -0.5097 1.8590 -1.6662 -0.23 -0.47 0.38
H 1.4265 -1.8714 0.9652 -0.39 -0.36 0.20
H 1.2057 -0.5060 2.0390 -0.73 -0.40 -0.62
H -0.3213 -1.4857 1.6641 2.35 0.12 -0.87
H 3.0061 0.8559 0.7396 0.20 1.17 -0.11
H 2.9550 1.9048 -0.8469 0.06 -0.57 1.06
H 1.7427 2.1403 0.3945 -0.77 0.46 0.73
H 0.8808 -2.7866 -1.9896 -0.33 -0.01 -0.08
H -1.0471 -2.7047 -2.2602 1.55 -0.17 1.01
H 0.2751 -3.8250 0.3304 -0.07 0.59 -1.91
H -1.2675 -3.6368 -0.2236 -1.12 -0.32 0.29
H 1.2605 0.5961 -1.5245 -0.31 0.72 0.18
H 2.2423 -0.3540 -1.0430 1.67 -2.35 0.17
```
Forces are in eV/Å.

HOMO-LUMO gap (alpha / beta)   7.48 / 5.26 eV
LUMO (alpha / beta)   -0.1139 / -0.1638 Ha
Largest force on an atom   0.0828 Eh/bohr
Total charge   +1
M   165.260 g/mol
DFT total energy   -500.34527 hartree



2.
Density functional theory data (the ωB97M-V functional and the def2-TZVPD basis) for a molecular structure, C24H23F6N8O9RuS5.

```
76
Properties=species:S:1:pos:R:3:forces:R:3
Ru 0.4124 -0.1151 0.1202 0.13 -0.17 -0.09
N 1.8949 1.4868 -2.7873 0.17 0.23 0.18
C 2.3659 1.9273 -1.6124 0.00 -0.01 -0.20
N 2.0158 1.4528 -0.4380 -0.15 -0.02 0.08
C 2.6981 2.0754 0.5928 0.03 0.02 0.02
C 3.5712 3.0277 0.2107 -0.01 0.00 0.02
S 3.5715 3.1712 -1.5117 0.03 0.01 0.00
C 2.3741 1.6379 1.9505 0.00 0.00 0.01
C 3.0921 1.8059 3.0794 0.00 -0.02 -0.01
S 2.2810 1.0626 4.4120 0.00 0.01 0.00
C 1.0218 0.5519 3.3442 0.00 -0.04 0.00
N 1.1931 0.9322 2.1075 -0.02 0.06 -0.07
N -0.0705 -0.1296 3.7676 0.03 0.00 0.01
H 1.0385 0.9373 -2.8055 -0.04 -0.09 -0.07
H 2.0269 2.0677 -3.5982 0.03 -0.01 0.00
H 4.1866 3.6595 0.8272 0.00 0.00 0.00
H 4.0521 2.2764 3.2013 0.00 0.00 0.00
H -0.0026 -0.6660 4.6148 0.00 -0.01 -0.01
H -0.6624 -0.5086 3.0400 -0.02 0.02 0.00
C -5.1696 -4.5515 -2.1869 -0.01 0.00 0.01
C -3.8729 -3.8027 -2.3229 0.01 0.03 0.02
C -3.8454 -2.4128 -2.3314 -0.03 -0.03 0.03
C -2.6497 -1.7196 -2.4630 0.11 -0.03 0.05
C -1.4727 -2.4348 -2.6099 -0.02 0.03 0.04
C -1.4723 -3.8253 -2.6093 0.02 -0.04 0.05
C -2.6697 -4.4981 -2.4523 0.04 -0.02 0.00
S 0.0374 -1.5665 -2.8862 0.13 -0.17 0.02
O 0.8365 -2.3558 -3.7810 -0.03 0.02 -0.03
O -0.3238 -0.2175 -3.2561 -0.20 -0.02 -0.07
N 0.7942 -1.4529 -1.4494 0.09 -0.12 0.04
C 1.8874 -2.4041 -1.2421 -0.03 0.00 0.00
C 2.5268 -2.2064 0.1263 -0.04 -0.05 -0.01
O 3.5470 -2.7895 0.4114 -0.02 -0.04 0.03
O 1.8735 -1.4085 0.9370 0.00 0.07 -0.01
H -6.0249 -3.8903 -2.3201 0.00 0.01 0.00
H -5.2491 -5.0158 -1.2010 0.00 -0.01 0.01
H -5.2400 -5.3514 -2.9243 0.00 0.00 0.00
H -4.7727 -1.8539 -2.2680 0.00 0.03 0.01
H -2.6361 -0.6355 -2.4972 0.04 -0.39 0.12
H -0.5476 -4.3658 -2.7618 0.00 -0.01 -0.01
H -2.6778 -5.5817 -2.4580 0.00 0.00 0.00
H 2.6605 -2.2964 -2.0027 0.00 -0.01 -0.01
H 1.5323 -3.4392 -1.2958 0.02 0.00 0.02
O -1.7102 1.7034 1.8381 -0.05 -0.03 0.15
H -1.1493 2.1951 2.4460 -0.01 0.01 0.03
H -1.6591 2.1902 1.0098 0.05 0.08 -0.14
F -2.2016 4.8099 -2.1384 -0.08 -0.08 -0.06
C -1.9335 3.8800 -1.2480 0.08 0.05 0.18
F -0.8168 4.2385 -0.5892 -0.04 -0.09 -0.06
F -2.9215 3.8053 -0.3525 -0.02 -0.04 -0.04
S -1.6255 2.2101 -2.0224 0.14 -0.20 -0.12
O -0.8795 1.5355 -0.9536 0.02 0.19 0.24
O -0.9093 2.5094 -3.2194 -0.18 0.20 0.05
N -2.9640 1.4207 -2.1057 -0.17 0.30 -0.10
S -4.2426 1.7976 -2.9913 0.05 0.19 0.07
O -5.3283 1.0006 -2.5130 -0.04 -0.10 0.02
O -4.3984 3.2065 -3.1855 0.04 -0.02 -0.01
C -3.8819 1.1030 -4.6650 0.00 0.13 -0.12
F -3.5722 -0.1884 -4.5744 -0.06 0.04 -0.17
F -4.9790 1.2302 -5.4132 0.03 -0.01 0.05
F -2.8847 1.7482 -5.2560 -0.01 -0.02 0.07
N -3.5670 -1.8486 0.9341 0.01 0.01 -0.03
C -2.6781 -0.8506 0.8060 -0.01 0.08 -0.01
N -1.4360 -1.2640 0.9391 0.03 0.11 -0.08
C -1.5165 -2.6471 1.1376 -0.03 -0.01 -0.01
C -0.5179 -3.5979 1.3416 0.00 0.03 0.00
C -0.9176 -4.9080 1.5123 -0.01 -0.01 0.00
C -2.2728 -5.2741 1.5005 0.02 0.00 -0.01
C -3.2703 -4.3377 1.3205 -0.01 0.00 -0.03
C -2.8609 -3.0234 1.1337 0.00 0.01 -0.01
H -4.5595 -1.7523 0.8042 -0.01 0.01 -0.02
H -2.9699 0.1701 0.6193 -0.01 -0.05 -0.03
H 0.5224 -3.3086 1.3795 0.01 0.00 0.00
H -0.1678 -5.6723 1.6671 0.00 0.00 0.00
H -2.5398 -6.3127 1.6434 0.00 0.00 0.00
H -4.3164 -4.6140 1.3247 0.00 0.00 -0.01
```
Forces are in eV/Å.

HOMO-LUMO gap (alpha / beta)   8.63 / 6.68 eV
LUMO (alpha / beta)   0.0030 / -0.0682 Ha
2S+1   6
Expectation value of S²   8.7590
Largest force on an atom   0.0079 Eh/bohr
Total charge   0
M   942.888 g/mol
DFT total energy   -4728.64405 hartree



3.
Density functional theory data (the ωB97M-V functional and the def2-TZVPD basis) for a molecular structure, C22H29Br2N10O5SW.

```
70
Properties=species:S:1:pos:R:3:forces:R:3
W 0.0542 0.1538 -0.0487 -0.96 0.58 -0.02
N 1.8526 1.3964 0.6173 -0.46 0.08 -0.28
C 1.4871 2.3251 1.7170 0.12 -0.19 -0.05
C 0.2599 3.0732 1.2842 -0.17 -0.09 0.05
N -0.7938 2.0833 0.9225 0.36 0.07 -0.50
H 2.6679 0.8526 0.8713 0.09 -0.16 -0.02
H 2.1006 1.9261 -0.2145 0.09 0.12 -0.11
H 2.3002 3.0077 1.9531 0.09 0.05 -0.04
H 1.2768 1.7260 2.5995 0.03 -0.06 0.14
H 0.4707 3.6664 0.4031 -0.01 0.10 -0.14
H -0.0854 3.7431 2.0695 -0.08 -0.02 0.05
H -1.4744 2.5684 0.3419 -0.13 0.04 -0.07
H -1.2524 1.7542 1.7612 -0.10 -0.11 0.15
Br -1.4437 -0.0293 4.8353 -0.07 0.02 0.07
C -0.0210 -0.9657 4.0526 0.04 -0.13 0.60
C 0.8122 -1.8010 4.8342 -0.31 0.23 0.09
C 1.8379 -2.4905 4.2666 0.19 -0.15 -0.08
Br 2.9118 -3.6010 5.3426 0.03 -0.02 0.00
C 2.1003 -2.3796 2.8770 0.05 0.00 -0.04
C 3.1199 -3.0449 2.1604 0.04 -0.12 0.31
C 3.2335 -2.8391 0.8209 0.09 -0.01 -0.36
C 2.3515 -1.9666 0.1636 0.51 -0.42 -0.08
N 1.4007 -1.3200 0.7915 -0.12 -0.14 0.37
C 1.2669 -1.5295 2.1404 0.14 -0.04 0.05
C 0.1974 -0.8307 2.7168 0.09 0.04 -0.31
O -0.5348 -0.1136 1.8813 0.03 -0.09 0.27
H 0.6259 -1.8924 5.8965 -0.04 0.04 -0.05
H 3.7961 -3.7141 2.6794 -0.05 0.06 -0.01
H 4.0031 -3.3280 0.2381 -0.05 0.04 0.02
H 2.4427 -1.7883 -0.8852 0.07 0.02 -0.32
N 0.1174 -0.4591 -3.8527 -0.36 -0.12 -0.12
C 1.1681 -0.4896 -3.0202 0.62 0.63 0.24
O 0.9708 -0.4196 -1.7323 -0.02 -0.39 0.13
C 2.4655 -0.5249 -3.5099 0.38 -0.11 -0.02
C 3.5531 -0.3840 -2.5956 -0.14 0.06 -0.09
N 4.3811 -0.2374 -1.8036 -0.26 -0.10 -0.09
C 2.6653 -0.5529 -4.9238 -0.02 0.01 0.13
N 2.7004 -0.5651 -6.0768 -0.02 0.00 0.23
H 0.3014 -0.3729 -4.8411 -0.03 -0.06 -0.03
H -0.7401 -0.0759 -3.4951 -0.12 -0.06 0.06
C -1.4242 -2.6008 0.8424 -0.20 -0.05 -0.13
N -1.4595 -1.5961 -0.2963 -0.18 0.22 -0.11
C -2.8750 -1.0383 -0.3112 0.04 -0.22 0.07
N -3.8701 -2.0756 -0.4469 0.13 -0.10 0.02
C -3.7513 -3.0122 0.6752 0.09 0.01 -0.06
N -2.4213 -3.6339 0.7066 -0.04 0.06 -0.13
C -2.2086 -4.3519 -0.5534 -0.02 0.13 0.02
N -2.2981 -3.4382 -1.6944 -0.04 0.06 0.10
C -1.2959 -2.4064 -1.5607 -0.14 -0.12 0.26
C -3.6278 -2.8131 -1.6925 0.08 0.01 0.08
H -1.6010 -2.0617 1.7631 -0.07 0.03 0.09
H -0.4363 -3.0528 0.8556 0.09 -0.08 -0.02
H -2.9517 -0.3361 -1.1314 0.00 0.06 -0.13
H -3.0179 -0.5113 0.6306 -0.01 0.06 0.11
H -4.5047 -3.7913 0.5716 -0.02 -0.02 0.00
H -3.9234 -2.4798 1.6111 0.01 0.02 0.02
H -2.9637 -5.1293 -0.6537 -0.02 -0.02 -0.01
H -1.2235 -4.8199 -0.5412 0.03 0.00 0.00
H -1.3743 -1.7372 -2.3974 0.00 0.27 -0.29
H -0.3026 -2.8491 -1.5459 0.13 -0.06 -0.01
H -4.3845 -3.5884 -1.7987 -0.01 -0.02 -0.01
H -3.7070 -2.1294 -2.5386 0.01 0.02 -0.01
C -0.8151 2.6653 -3.7728 -0.21 -0.20 -0.24
S -0.7153 2.4579 -2.0349 0.30 0.27 0.23
O 0.6990 2.3430 -1.6903 -0.03 0.42 -0.18
O -1.4264 3.5714 -1.4531 -0.03 -0.36 0.12
O -1.3359 1.1197 -1.6336 0.56 -0.07 0.15
H -0.6958 3.7353 -3.9334 0.00 -0.05 -0.05
H -1.7990 2.3434 -4.1195 0.10 0.08 0.00
H -0.0102 2.1121 -4.2521 -0.09 0.05 0.01
```
Forces are in eV/Å.

HOMO-LUMO gap (alpha / beta)   7.21 / 7.09 eV
LUMO (alpha / beta)   -0.1370 / -0.1521 Ha
2S+1   3
Expectation value of S²   2.0129
Largest force on an atom   0.0217 Eh/bohr
Total charge   +1
M   889.254 g/mol
DFT total energy   -7392.71584 hartree